[1]
The following is a quantum chemistry calculation of the molecule C23H30N2O4, from the OMol25 dataset.

Geometry (Å):
C: 1.31 -2.38 6.56
H: 1.74 -2.86 7.44
O: 2.02 -2.92 5.46
C: 1.66 -2.51 4.21
C: 0.67 -1.58 3.93
C: 0.41 -1.24 2.61
C: 1.11 -1.84 1.57
C: 2.10 -2.77 1.86
C: 2.39 -3.10 3.17
H: 3.15 -3.82 3.44
O: 2.74 -3.30 0.77
C: 3.74 -4.27 0.99
H: 3.35 -5.15 1.50
H: 4.58 -3.86 1.56
H: 4.09 -4.55 0.00
H: 0.89 -1.64 0.54
C: -0.68 -0.25 2.36
O: -1.63 -0.12 3.11
N: -0.51 0.50 1.25
H: 0.30 0.35 0.67
C: -1.50 1.43 0.75
C: -0.87 2.81 0.50
C: -1.89 3.74 -0.17
N: -2.44 3.22 -1.41
C: -3.07 1.94 -1.15
C: -2.13 0.90 -0.54
H: -2.68 -0.02 -0.33
H: -1.33 0.65 -1.25
H: -3.51 1.56 -2.07
H: -3.89 2.13 -0.45
C: -1.47 3.24 -2.50
C: -2.09 2.93 -3.87
C: -1.83 1.49 -4.34
O: -0.43 1.29 -4.47
C: 0.21 0.40 -3.66
C: -0.35 -0.78 -3.17
C: 0.41 -1.62 -2.38
C: 1.72 -1.32 -2.06
C: 2.28 -0.16 -2.57
C: 1.54 0.69 -3.36
H: 1.96 1.60 -3.76
H: 3.31 0.09 -2.34
H: 2.30 -1.99 -1.44
H: -0.04 -2.53 -2.00
H: -1.36 -1.06 -3.42
H: -2.27 0.77 -3.65
H: -2.27 1.35 -5.34
H: -1.66 3.60 -4.61
H: -3.17 3.11 -3.84
H: -1.07 4.26 -2.52
H: -0.62 2.56 -2.34
H: -1.43 4.71 -0.38
H: -2.73 3.90 0.51
H: -0.54 3.24 1.44
H: 0.00 2.69 -0.15
H: -2.27 1.51 1.53
H: 0.09 -1.11 4.70
H: 0.24 -2.62 6.50
H: 1.44 -1.30 6.63

As for the SMILES: COc1cc(OC)cc(C(=O)NC2CCN(CCCOc3ccccc3)CC2)c1. Its spin multiplicity is 1. For the highest occupied orbital energy, the calculation gives -0.3070 Ha. Its relative energy (zero: lowest compared OMol25 entry of this formula, charge and spin) is 2.3057 eV. Its total charge is 0. For the LUMO energy, the calculation gives 0.7 eV. The frontier orbital gap is 9.105 eV. For the molecular weight, the calculation gives 398.50 g mol⁻¹. Its calculated total energy is -1304.8904 Ha.


[2]
The following is a quantum chemistry calculation of a structure of composition C18H50BN2O15S2, from the OMol25 dataset.

Geometry (Å):
C: -2.93 3.58 2.06
C: -3.30 2.16 1.74
O: -3.87 1.44 2.51
O: -2.97 1.73 0.45
C: -1.63 1.23 0.44
O: -1.43 0.10 0.76
C: -0.65 2.25 -0.03
S: 1.06 1.73 0.05
O: 1.11 0.46 -0.62
O: 1.79 2.78 -0.63
N: 1.50 1.52 1.56
S: 1.48 2.90 2.39
O: 0.24 3.66 2.23
O: 1.75 2.56 3.78
B: 2.93 3.99 1.86
N: 4.15 3.37 1.48
O: 2.74 5.34 1.89
H: -3.77 4.08 2.49
H: -2.62 4.09 1.16
H: -2.09 3.58 2.75
H: -0.83 3.17 0.50
H: -0.86 2.43 -1.07
H: 4.28 3.40 0.48
H: 4.13 2.40 1.78
H: 2.53 5.70 1.03
C: -4.91 -2.60 0.42
C: -4.79 -1.97 -0.96
O: -4.58 -0.57 -0.86
H: -5.74 -2.15 0.97
H: -5.09 -3.68 0.34
H: -4.00 -2.44 1.00
H: -5.71 -2.12 -1.53
H: -3.96 -2.42 -1.52
H: -3.77 -0.42 -0.37
C: 0.63 -3.33 -2.67
C: 1.60 -2.25 -3.09
O: 0.96 -0.99 -3.22
H: -0.18 -3.41 -3.40
H: 1.12 -4.30 -2.59
H: 0.18 -3.09 -1.71
H: 2.04 -2.48 -4.06
H: 2.42 -2.17 -2.36
H: 0.59 -0.77 -2.35
C: 5.79 -0.59 -0.54
C: 5.81 -0.03 0.87
O: 4.52 0.42 1.27
H: 5.45 0.17 -1.24
H: 6.78 -0.92 -0.84
H: 5.10 -1.44 -0.61
H: 6.48 0.82 0.94
H: 6.15 -0.79 1.58
H: 3.91 -0.32 1.22
C: -8.88 -1.37 1.88
C: -9.53 -2.73 2.03
O: -8.57 -3.78 1.90
H: -8.38 -1.29 0.91
H: -9.61 -0.57 1.96
H: -8.12 -1.23 2.64
H: -10.28 -2.89 1.25
H: -10.03 -2.81 3.00
H: -7.92 -3.65 2.59
C: -4.49 -1.71 -4.56
C: -5.67 -1.76 -5.51
O: -6.84 -2.29 -4.87
H: -4.27 -2.71 -4.18
H: -3.60 -1.32 -5.06
H: -4.71 -1.08 -3.70
H: -5.46 -2.41 -6.36
H: -5.90 -0.76 -5.89
H: -7.04 -1.72 -4.13
C: 9.17 1.96 -3.68
C: 8.61 1.65 -2.30
O: 8.34 0.26 -2.15
H: 8.47 1.64 -4.45
H: 9.36 3.02 -3.80
H: 10.11 1.42 -3.85
H: 7.67 2.17 -2.15
H: 9.31 1.97 -1.53
H: 9.16 -0.22 -2.27
C: 2.85 0.03 5.84
C: 3.82 -0.82 5.04
O: 3.26 -1.16 3.78
H: 1.91 -0.50 5.98
H: 3.26 0.29 6.82
H: 2.62 0.95 5.30
H: 4.05 -1.76 5.55
H: 4.77 -0.28 4.89
H: 3.06 -0.32 3.34

Its spin multiplicity is 1. For the highest occupied orbital energy, the calculation gives -0.2401 Ha. Its relative energy (zero: lowest compared OMol25 entry of this formula, charge and spin) is 0.6243 eV. Its total charge is -1. For the LUMO energy, the calculation gives 2.2 eV. The frontier orbital gap is 8.774 eV. For the molecular weight, the calculation gives 609.54 g mol⁻¹. Its calculated total energy is -2775.2532 Ha.